*A*
69
Properties=species:S:1:pos:R:3:mulliken_spin:R:1 method="wB97M-V/def2-TZVPD" spin_multiplicity=3 charge=-2 homo_lumo_gap_ev="3.66 / 7.03"
Ti 1.039 -0.860 1.050 0.71
O 4.460 -0.820 -1.182 0.03
C 3.583 -1.013 -0.354 0.02
O 2.758 -0.151 0.128 -0.02
C 3.360 -2.361 0.297 0.12
C 4.012 -3.540 0.052 -0.07
C 3.661 -4.672 0.792 0.13
C 2.670 -4.573 1.768 -0.06
C 2.042 -3.371 1.951 0.13
N 2.379 -2.293 1.216 0.02
C 0.904 -3.049 2.898 0.02
O 0.574 -3.821 3.779 0.03
O 0.415 -1.881 2.634 -0.05
H 4.781 -3.558 -0.708 0.00
H 4.156 -5.618 0.611 0.02
H 2.367 -5.414 2.378 0.00
C 0.579 -1.811 -4.046 0.00
O 0.689 -0.405 -3.823 0.00
C 0.916 -0.081 -2.524 0.00
O 1.040 -0.905 -1.653 0.01
N 0.959 1.260 -2.386 0.00
N 1.391 1.921 -1.225 0.00
H 0.490 -1.927 -5.125 0.00
H -0.299 -2.215 -3.543 0.00
H 1.462 -2.330 -3.678 0.00
H 0.882 1.811 -3.220 0.00
H 0.642 1.898 -0.536 0.00
H 2.166 1.395 -0.831 0.00
N -4.710 2.093 -4.665 0.00
C -4.052 1.833 -3.439 0.00
C -2.851 2.467 -3.132 0.00
C -2.225 2.228 -1.920 0.00
C -2.778 1.343 -1.010 0.00
C -3.994 0.729 -1.301 0.00
C -4.622 0.978 -2.503 0.00
S -1.969 1.068 0.557 0.00
O -3.026 0.801 1.492 0.00
O -1.176 2.269 0.751 0.00
N -0.929 -0.128 0.358 0.00
C -1.372 -1.443 0.028 -0.03
N -2.594 -1.728 -0.319 0.10
C -2.863 -3.092 -0.532 0.41
C -1.882 -4.050 -0.364 -0.20
C -0.603 -3.652 -0.020 0.40
N -0.325 -2.290 0.136 0.18
H -4.075 2.368 -5.398 0.00
H -5.279 1.319 -4.972 0.00
H -2.406 3.153 -3.848 0.00
H -1.306 2.742 -1.670 0.00
H -4.410 0.045 -0.577 0.00
H -5.567 0.491 -2.731 0.00
H -3.880 -3.354 -0.802 0.05
H -2.106 -5.104 -0.491 -0.01
H 0.216 -4.345 0.107 0.06
C 1.169 4.314 2.244 0.00
C 1.147 3.256 3.356 0.01
C 2.293 3.516 4.341 0.01
C -0.201 3.334 4.090 0.00
C 1.292 1.919 2.759 0.03
C 1.344 0.794 2.290 -0.05
H 1.013 5.312 2.672 0.00
H 0.382 4.109 1.514 0.00
H 2.130 4.299 1.723 0.00
H 2.171 4.500 4.814 0.00
H 3.254 3.492 3.823 0.00
H 2.309 2.751 5.120 0.00
H -0.327 4.323 4.549 0.00
H -0.254 2.571 4.869 0.00
H -1.017 3.155 3.387 0.00

=====

*B*
69
Properties=species:S:1:pos:R:3:mulliken_spin:R:1 method="wB97M-V/def2-TZVPD" spin_multiplicity=3 charge=-2 homo_lumo_gap_ev="4.29 / 7.71"
Ti -0.568 -0.516 -0.641 1.00
O -0.591 -1.068 -4.713 0.06
C -0.812 -1.030 -3.501 0.00
O 0.022 -0.634 -2.591 0.02
C -2.125 -1.439 -2.913 0.29
C -3.278 -1.715 -3.600 -0.16
C -4.467 -1.973 -2.898 0.37
C -4.448 -1.870 -1.487 -0.11
C -3.279 -1.589 -0.843 0.19
N -2.104 -1.432 -1.536 0.27
C -3.122 -1.280 0.623 0.03
O -4.048 -1.437 1.419 0.04
O -1.951 -0.812 0.893 -0.01
H -3.242 -1.708 -4.683 -0.02
H -5.387 -2.189 -3.426 0.05
H -5.346 -1.981 -0.893 -0.01
C 2.590 0.154 -4.844 0.00
O 2.579 1.441 -4.215 0.00
C 2.482 1.477 -2.853 0.01
O 1.854 2.349 -2.306 0.00
N 3.234 0.539 -2.219 0.00
N 3.154 0.297 -0.831 0.00
H 2.360 0.334 -5.892 0.00
H 1.821 -0.491 -4.420 0.00
H 3.574 -0.324 -4.781 0.00
H 3.980 0.080 -2.706 0.00
H 2.989 1.187 -0.365 0.00
H 2.325 -0.281 -0.718 0.00
N -3.290 3.177 5.556 0.00
C -2.260 2.824 4.658 0.00
C -1.217 3.710 4.399 0.00
C -0.200 3.354 3.526 0.00
C -0.211 2.106 2.930 0.00
C -1.241 1.210 3.184 0.00
C -2.263 1.573 4.045 0.00
S 1.070 1.636 1.795 0.00
O 1.926 2.786 1.612 0.00
O 1.685 0.436 2.294 0.00
N 0.259 1.240 0.459 0.00
C -0.595 2.114 -0.121 0.00
N -0.698 3.417 0.156 -0.01
C -1.600 4.083 -0.555 0.02
C -2.404 3.509 -1.526 -0.01
C -2.254 2.142 -1.718 0.05
N -1.377 1.456 -1.015 -0.03
H -3.491 4.166 5.548 0.00
H -4.136 2.650 5.393 0.00
H -1.213 4.687 4.871 0.00
H 0.597 4.044 3.281 0.00
H -1.278 0.252 2.674 0.00
H -3.081 0.881 4.216 0.00
H -1.684 5.144 -0.334 0.00
H -3.120 4.086 -2.091 0.00
H -2.850 1.577 -2.427 0.00
C 2.512 -4.781 1.499 0.01
C 2.949 -3.401 0.991 0.02
C 3.522 -2.580 2.155 0.00
C 4.030 -3.570 -0.086 0.00
C 1.795 -2.682 0.428 0.01
C 0.856 -2.026 0.005 -0.08
H 3.360 -5.311 1.947 0.00
H 2.116 -5.383 0.678 0.00
H 1.727 -4.675 2.250 0.00
H 4.384 -3.096 2.595 0.00
H 2.763 -2.426 2.923 0.00
H 3.830 -1.595 1.805 0.00
H 4.915 -4.063 0.333 0.00
H 4.319 -2.592 -0.473 0.00
H 3.652 -4.171 -0.916 0.00

=====

Relative to the most stable one, in kJ/mol, the structures come out at *A* 99.9; *B* 0.0.

=====

*A*
17
Properties=species:S:1:pos:R:3:mulliken_charge:R:1 method="wB97M-V/def2-TZVPD" charge=-1 homo_lumo_gap_ev=6.61
C 1.482 -0.840 -1.866 -0.77
S 0.091 0.330 -2.213 -0.66
H 1.224 -1.760 -2.395 0.23
H 2.450 -0.503 -2.234 0.28
H 1.510 -1.064 -0.800 0.11
H -0.155 -2.764 -0.096 0.31
H -0.840 -2.223 -1.266 0.32
O -0.899 -2.987 -0.671 -0.66
H 0.133 1.768 -0.461 0.22
H -0.564 3.059 0.254 0.24
O 0.043 2.328 0.349 -0.66
H 0.602 0.795 1.495 0.34
H 0.698 -0.409 2.419 0.30
O 1.135 0.424 2.218 -0.62
H -2.139 0.761 2.329 0.30
H -2.104 1.877 1.274 0.33
O -2.667 1.206 1.665 -0.62

=====

*B*
17
Properties=species:S:1:pos:R:3:mulliken_charge:R:1 method="wB97M-V/def2-TZVPD" charge=-1 homo_lumo_gap_ev=7.27
C -2.491 0.537 0.217 -0.96
S -0.762 0.553 -0.338 -0.71
H -3.067 -0.346 -0.015 0.26
H -3.023 1.317 -0.323 0.31
H -2.609 0.762 1.278 0.26
H -2.406 -2.607 0.557 0.33
H -1.193 -1.839 0.632 0.28
O -1.589 -2.613 1.077 -0.63
H 0.259 3.207 -1.732 0.30
H -0.971 2.877 -0.908 0.26
O -0.633 3.519 -1.560 -0.63
H 4.679 -1.841 1.236 0.30
H 3.740 -1.563 0.051 0.39
O 4.579 -1.981 0.289 -0.66
H 1.581 -0.560 -0.513 0.29
H 1.627 0.650 0.080 0.30
O 2.280 -0.072 -0.029 -0.69

=====

Relative to the most stable one, in kJ/mol, the structures come out at *A* 7.3; *B* 0.0.

=====

*A*
17
Properties=species:S:1:pos:R:3:mulliken_charge:R:1 method="wB97M-V/def2-TZVPD" charge=-1 homo_lumo_gap_ev=6.76
C -0.921 1.082 -0.898 -0.65
S 0.552 1.059 0.217 -0.66
H -1.274 0.060 -0.999 0.09
H -0.787 1.488 -1.908 0.33
H -1.616 1.754 -0.424 0.20
H -1.256 1.339 3.206 0.32
H -0.979 0.297 2.197 0.28
O -1.200 0.380 3.143 -0.67
H -2.047 -1.764 0.189 0.34
H -3.536 -2.124 0.150 0.30
O -2.796 -1.879 -0.411 -0.64
H 3.040 -1.199 0.244 0.34
H 2.142 -2.249 -0.164 0.31
O 2.930 -2.151 0.387 -0.66
H 3.185 1.749 -1.665 0.31
H 1.921 1.142 -1.277 0.11
O 2.643 1.016 -1.986 -0.67

=====

*B*
17
Properties=species:S:1:pos:R:3:mulliken_charge:R:1 method="wB97M-V/def2-TZVPD" charge=-1 homo_lumo_gap_ev=7.37
C -1.226 0.996 1.174 -0.66
S -2.280 -0.333 0.472 -0.66
H -0.786 1.479 0.294 0.18
H -1.773 1.727 1.767 0.31
H -0.380 0.631 1.756 0.21
H -1.095 -0.110 -1.324 0.20
H -1.245 0.445 -2.747 0.24
O -0.611 0.285 -2.082 -0.67
H -0.372 -3.109 0.699 0.24
H -0.816 -1.631 0.298 0.19
O -0.015 -2.280 0.367 -0.70
H 2.191 0.772 0.075 0.41
H 1.846 1.868 1.060 0.30
O 2.603 1.499 0.611 -0.71
H 1.122 -0.232 -1.380 0.42
H 1.124 -1.318 -0.294 0.44
O 1.712 -0.689 -0.746 -0.75

=====

Relative to the most stable one, in kJ/mol, the structures come out at *A* 71.0; *B* 0.0.

=====

*A*
24
Properties=species:S:1:pos:R:3:mulliken_charge:R:1 method="wB97M-V/def2-TZVPD" charge=+1 homo_lumo_gap_ev=7.46
C -1.809 -0.667 -1.322 -1.03
C -1.675 0.093 0.085 -0.20
N -1.873 -0.724 1.193 -0.54
N -0.407 0.844 0.089 0.59
C -0.589 2.208 -0.306 -0.88
N 0.735 0.415 0.412 -0.31
C 1.142 -0.775 0.876 0.06
C 2.413 -1.078 0.172 -0.95
N 3.252 0.149 0.078 -0.54
H -1.731 0.035 -2.175 0.38
H -0.961 -1.401 -1.348 0.29
H -2.870 -1.064 -1.233 0.36
H -2.460 0.805 -0.009 0.22
H -2.840 -0.666 1.581 0.30
H -1.778 -1.670 0.784 0.30
H -1.529 2.526 -0.012 0.33
H 0.165 2.882 -0.024 0.36
H -0.581 2.166 -1.454 0.37
H 1.511 -0.546 1.875 0.26
H 0.331 -1.606 0.794 0.31
H 2.950 -1.898 0.542 0.48
H 2.227 -1.223 -0.950 0.32
H 2.644 0.685 -0.529 0.26
H 3.734 0.509 0.882 0.23

=====

*B*
24
Properties=species:S:1:pos:R:3:mulliken_charge:R:1 method="wB97M-V/def2-TZVPD" charge=+1 homo_lumo_gap_ev="8.33 / 8.33"
C -1.735 -1.298 0.577 -0.56
C -3.112 0.511 -0.556 -0.81
C 2.038 -0.093 -1.202 -0.81
C 1.907 -1.382 0.919 -0.78
C 1.093 1.939 0.419 -0.86
N -0.903 0.716 -0.338 -0.39
N -1.836 0.011 -0.083 0.43
N 1.428 -0.308 0.125 0.69
N 0.756 0.579 0.710 -0.55
H -2.271 -2.033 0.007 0.35
H -0.733 -1.629 0.764 0.07
H -2.281 -1.224 1.541 0.33
H -3.112 1.474 -1.050 0.36
H -3.564 -0.172 -1.332 0.29
H -3.758 0.538 0.327 0.32
H 2.490 -0.838 -1.870 0.35
H 1.184 0.445 -1.746 0.29
H 2.684 0.814 -1.248 0.34
H 2.553 -1.023 1.756 0.31
H 1.216 -2.072 1.299 0.28
H 2.509 -1.935 0.186 0.29
H 0.776 2.078 -0.639 0.40
H 2.138 2.220 0.571 0.31
H 0.534 2.681 0.861 0.34

=====

*C*
24
Properties=species:S:1:pos:R:3:mulliken_charge:R:1 method="wB97M-V/def2-TZVPD" charge=+1 homo_lumo_gap_ev=9.09
C 0.372 -0.841 2.647 -0.33
C -1.465 -0.896 -0.046 -0.09
C -0.505 0.361 2.549 -0.73
C 1.639 -1.076 2.366 -0.72
C -0.925 -0.284 -1.106 0.49
N -1.567 -2.114 0.353 -0.12
N -1.746 0.079 -2.152 -0.46
N 0.334 0.081 -1.223 -0.37
N 1.538 1.547 -3.075 -0.83
H -1.498 0.070 2.134 0.23
H -0.599 0.659 3.617 0.33
H 0.087 0.979 1.837 0.24
H 2.301 -1.880 2.574 0.31
H 2.321 -0.283 2.043 0.24
H 0.875 0.034 -0.360 0.17
H -1.878 -2.245 1.300 0.29
H -1.456 -2.952 -0.155 0.21
H -1.321 0.718 -2.858 0.18
H -2.776 0.217 -2.051 0.28
H -0.092 -1.657 3.050 0.49
H 0.829 0.533 -2.137 0.41
H 1.873 1.964 -2.285 0.27
H 0.842 2.072 -3.573 0.26
H 2.134 0.999 -3.670 0.25

=====

Relative to the most stable one, in kJ/mol, the structures come out at *A* 70.0; *B* 279.4; *C* 0.0.

=====

*A*
7
Properties=species:S:1:pos:R:3:mulliken_charge:R:1 method="wB97M-V/def2-TZVPD" charge=+1 smiles="O=[N+]=NOOO" homo_lumo_gap_ev="8.60 / 8.60"
O 2.061 -1.497 -1.484 -0.19
N 1.602 -0.763 -0.753 0.71
N 1.140 0.421 -0.594 0.25
O 0.311 0.924 0.195 -0.02
O -0.847 -0.131 0.358 0.08
O -1.671 0.371 1.257 -0.26
H -2.597 0.675 1.021 0.42

=====

*B*
7
Properties=species:S:1:pos:R:3:mulliken_charge:R:1 method="wB97M-V/def2-TZVPD" charge=+1 homo_lumo_gap_ev="6.05 / 5.95"
N 3.698 1.025 -0.222 -0.28
N 4.419 0.163 -0.191 0.86
O 5.170 -0.744 -0.112 -0.39
O 0.034 -0.463 -0.210 -0.17
O 1.922 -0.106 0.991 0.17
O 0.808 0.274 0.830 0.37
H -0.934 -0.199 -0.106 0.44

=====

Relative to the most stable one, in kJ/mol, the structures come out at *A* 108.8; *B* 0.0.

=====

*A*
7
Properties=species:S:1:pos:R:3:mulliken_charge:R:1 method="wB97M-V/def2-TZVPD" smiles="CC(=S)I" homo_lumo_gap_ev=7.89
C -0.684 -0.280 0.030 -1.05
C 0.563 0.486 0.019 0.06
S 0.679 2.296 0.017 -0.17
I 2.241 -0.762 -0.026 0.13
H -0.811 -0.839 -0.947 0.32
H -1.493 0.267 0.278 0.34
H -0.495 -1.168 0.629 0.36

=====

*B*
7
Properties=species:S:1:pos:R:3:mulliken_charge:R:1 method="wB97M-V/def2-TZVPD" smiles="C=C=S.I" homo_lumo_gap_ev=8.43
C -0.649 -0.242 0.490 -0.27
C -1.365 0.691 -0.088 0.18
S -2.124 1.724 -1.019 -0.28
H -1.087 -0.862 1.140 0.32
H 0.353 -0.422 0.150 0.00
I 3.134 -0.631 -0.681 -0.04
H 1.738 -0.257 0.008 0.09

=====

Relative to the most stable one, in kJ/mol, the structures come out at *A* 0.0; *B* 53.5.

=====

*A*
19
Properties=species:S:1:pos:R:3:mulliken_charge:R:1 method="wB97M-V/def2-TZVPD" charge=+1 homo_lumo_gap_ev=10.25
C -1.394 -0.798 0.162 -0.61
C -1.241 0.746 0.088 0.08
C 0.248 1.084 -0.174 -0.17
C 1.198 -0.171 -0.666 -0.01
C 0.972 -1.209 0.460 0.03
O 0.405 -2.351 0.070 -0.23
O -1.817 1.378 1.129 -0.52
O 0.804 1.659 1.008 -0.59
O 0.570 -0.485 -1.849 -0.50
O -0.345 -1.532 0.925 0.06
H -2.316 -1.168 0.704 0.42
H -1.417 -1.243 -0.832 0.40
H -1.778 1.122 -0.831 0.30
H 0.259 1.783 -1.053 0.41
H 2.250 0.161 -0.520 0.40
H 2.171 -1.651 1.496 0.43
H -1.153 1.778 1.659 0.35
H 1.626 2.102 0.720 0.40
H 0.957 -1.205 -2.497 0.37

=====

*B*
19
Properties=species:S:1:pos:R:3:mulliken_charge:R:1 method="wB97M-V/def2-TZVPD" charge=+1 homo_lumo_gap_ev=7.47
C 1.947 -0.275 0.238 0.22
C 2.775 -1.314 0.166 -0.27
C -3.280 -0.347 -0.045 -0.49
C -1.939 -0.123 -0.099 0.32
C 1.461 1.862 -0.420 0.43
O 0.400 2.142 0.191 -0.33
O 3.781 -1.516 -0.619 -0.45
O -3.779 -1.000 -1.098 -0.45
O -1.360 0.348 1.050 -0.54
O 2.082 0.788 -0.562 -0.18
H -0.131 1.565 0.882 0.41
H 1.096 -0.085 1.010 0.14
H 3.034 -1.983 1.097 0.28
H -3.917 -0.345 0.792 0.28
H -1.175 -0.335 -0.860 0.32
H 1.810 2.677 -1.117 0.38
H 3.846 -0.977 -1.480 0.35
H -4.649 -1.390 -0.806 0.35
H -2.002 0.310 1.680 0.23

=====

Relative to the most stable one, in kJ/mol, the structures come out at *A* 441.4; *B* 0.0.

=====

*A*
26
Properties=species:S:1:pos:R:3:mulliken_charge:R:1 method="wB97M-V/def2-TZVPD" charge=+1 smiles=CC[N+](C)(C)C[SiH2]C homo_lumo_gap_ev=11.58
C 2.339 0.006 0.534 -1.06
C 1.236 -0.965 0.089 -0.42
N 0.273 -0.566 -0.908 0.03
C -0.442 -1.670 -1.408 -1.02
C 0.640 0.238 -2.112 -0.82
C -0.626 0.342 -0.182 -0.86
Si -1.259 0.113 1.636 0.41
C -1.984 1.884 2.054 -1.09
H 2.652 0.556 -0.442 0.23
H 2.047 0.628 1.445 0.29
H 3.202 -0.538 0.900 0.40
H 0.643 -1.155 0.912 0.33
H 1.656 -1.905 -0.284 0.53
H -0.775 -2.237 -0.477 0.37
H -1.367 -1.406 -1.978 0.35
H 0.170 -2.255 -1.987 0.48
H 1.262 1.099 -1.810 0.41
H 1.183 -0.230 -3.004 0.32
H -0.315 0.537 -2.647 0.36
H -1.484 0.525 -0.823 0.39
H 0.052 1.147 0.017 0.48
H -2.513 -0.786 1.643 -0.08
H -0.164 0.005 2.585 -0.07
H -1.196 2.587 1.684 0.30
H -2.837 2.123 1.508 0.38
H -2.394 1.924 3.054 0.35

=====

*B*
26
Properties=species:S:1:pos:R:3:mulliken_charge:R:1 method="wB97M-V/def2-TZVPD" charge=+1 homo_lumo_gap_ev=11.56
C 2.566 0.360 -1.019 -1.29
C 0.796 1.086 1.223 -0.97
C 1.030 -1.703 1.217 -0.66
C -2.273 1.493 0.232 -1.13
C -2.006 -1.226 -1.220 -1.00
C 1.036 0.098 -0.986 -0.44
N 0.442 -0.030 0.388 0.15
Si -1.558 -0.227 0.345 0.30
H 2.967 -0.402 -0.383 0.31
H 2.823 0.223 -2.083 0.36
H 2.924 1.242 -0.632 0.42
H 1.870 1.305 1.419 0.36
H 0.391 2.078 0.772 0.36
H 0.360 0.954 2.305 0.33
H 2.080 -1.879 0.944 0.32
H 0.942 -1.354 2.158 0.39
H 0.325 -2.628 1.000 0.28
H -2.103 2.397 0.803 0.43
H -2.304 1.803 -0.834 0.38
H -3.420 1.395 0.315 0.36
H -1.211 -1.822 -1.741 0.34
H -2.852 -1.797 -0.804 0.34
H -2.275 -0.726 -2.163 0.37
H 0.844 -0.805 -1.557 0.32
H 0.429 0.939 -1.431 0.43
H -1.825 -0.776 1.732 -0.05

=====

Relative to the most stable one, in kJ/mol, the structures come out at *A* 34.4; *B* 0.0.

=====

*A*
20
Properties=species:S:1:pos:R:3:mulliken_spin:R:1 method="wB97M-V/def2-TZVPD" spin_multiplicity=2 charge=+1 homo_lumo_gap_ev="9.76 / 6.42"
C -0.007 0.805 1.267 0.00
C -0.325 1.677 0.034 0.03
C -0.381 0.855 -1.215 0.08
C -1.519 0.476 -1.908 0.48
C 1.347 -0.729 -1.548 -0.02
N 0.778 0.383 -1.654 0.36
N -1.173 -0.021 1.536 0.01
H 0.199 1.509 2.075 0.00
H 0.880 0.201 1.118 0.00
H -1.305 2.086 0.252 0.00
H 0.383 2.474 -0.136 -0.01
H -2.496 0.807 -1.595 0.03
H -1.472 -0.165 -2.759 0.02
H 0.894 -1.566 -1.042 0.01
H 2.311 -0.824 -2.017 0.01
H -1.892 0.559 1.985 0.00
H -0.970 -0.764 2.200 0.00
H 0.833 -2.244 1.067 0.00
H 2.208 -2.972 1.523 0.00
O 1.706 -2.549 0.815 0.00

=====

*B*
20
Properties=species:S:1:pos:R:3:mulliken_spin:R:1 method="wB97M-V/def2-TZVPD" spin_multiplicity=2 charge=+1 homo_lumo_gap_ev="9.39 / 4.46"
C -0.485 -0.584 -0.489 0.06
N 0.947 -0.418 -0.262 0.01
C 1.648 -1.601 -0.667 0.01
C 3.131 -1.185 -0.931 0.00
O 3.709 -0.143 -0.758 0.00
C -1.368 0.714 -0.605 0.03
N -2.222 0.942 0.599 0.77
C -1.737 1.902 1.722 0.01
H -0.290 -0.867 -1.568 0.00
H -0.934 -1.260 0.328 0.00
H 1.247 -0.051 0.601 0.00
H 1.267 -1.924 -1.568 0.00
H 1.757 -2.496 -0.028 0.00
H 3.709 -2.110 -1.159 0.00
H -0.901 1.718 -0.802 0.01
H -2.331 0.590 -1.365 0.04
H -2.437 0.008 1.097 -0.02
H -2.087 2.933 1.367 0.03
H -2.043 1.773 2.724 0.00
H -0.582 2.061 1.763 0.04

=====

Relative to the most stable one, in kJ/mol, the structures come out at *A* 0.0; *B* 224.0.